{
  "formula": "C33H47AsCuNP2S",
  "method": "ωB97M-V/def2-TZVPD",
  "e_tot_ha": -6297.587587,
  "e_above_lowest_kcal_mol": 1.4,
  "orbital_gap_ev": 7.9,
  "max_force_ev_per_a": 0.4,
  "symbols": ["Cu", "C", "C", "C", "C", "C", "C", "C", "C", "S", "C", "N", "C", "C", "C", "C", "C", "C", "C", "C", "H", "H", "H", "H", "H", "H", "H", "H", "H", "H", "H", "H", "H", "H", "H", "H", "C", "P", "C", "C", "C", "C", "C", "C", "C", "P", "C", "C", "H", "H", "H", "H", "H", "H", "H", "H", "H", "H", "H", "H", "H", "H", "H", "H", "C", "C", "As", "C", "C", "C", "C", "H", "H", "H", "H", "H", "H", "H", "H", "H", "H", "H", "H", "H", "H", "H"],
  "positions_angstrom": [[-0.88, 0.89, -0.61], [4.97, -4.29, 0.41], [4.59, -3.58, -0.90], [3.33, -4.25, -1.45], [5.72, -3.77, -1.92], [4.39, -2.09, -0.64], [5.45, -1.34, -0.09], [5.34, 0.01, 0.14], [4.14, 0.65, -0.17], [3.70, 2.31, -0.05], [2.10, 1.92, -0.69], [1.92, 0.67, -0.95], [3.06, -0.08, -0.69], [3.21, -1.44, -0.94], [1.11, 3.00, -0.87], [1.60, 4.31, -0.95], [0.74, 5.38, -1.11], [-0.62, 5.13, -1.21], [-1.09, 3.83, -1.12], [-0.27, 2.71, -0.95], [5.07, -5.36, 0.25], [4.20, -4.12, 1.17], [5.92, -3.92, 0.81], [3.51, -5.32, -1.57], [3.05, -3.84, -2.43], [2.49, -4.12, -0.77], [5.86, -4.83, -2.15], [6.67, -3.38, -1.54], [5.49, -3.25, -2.85], [6.38, -1.83, 0.15], [6.17, 0.57, 0.54], [2.38, -1.97, -1.40], [2.66, 4.50, -0.90], [1.12, 6.39, -1.17], [-1.32, 5.95, -1.33], [-2.17, 3.69, -1.16], [-5.57, 0.86, 0.55], [-3.84, 1.17, -0.03], [-4.22, 1.88, -1.69], [-3.46, 2.67, 0.98], [-4.20, 3.84, 0.87], [-3.87, 4.97, 1.60], [-2.78, 4.93, 2.46], [-2.05, 3.77, 2.60], [-2.37, 2.63, 1.87], [-1.40, 1.07, 2.07], [-1.96, 0.59, 3.76], [0.29, 1.74, 2.46], [-6.21, 1.74, 0.42], [-5.56, 0.59, 1.61], [-6.00, 0.03, -0.01], [-4.87, 2.75, -1.65], [-4.71, 1.10, -2.28], [-3.29, 2.13, -2.19], [-5.05, 3.88, 0.20], [-4.45, 5.87, 1.49], [-2.51, 5.82, 3.03], [-1.20, 3.76, 3.28], [-1.90, 1.44, 4.45], [-1.33, -0.22, 4.14], [-2.99, 0.23, 3.72], [0.39, 2.03, 3.50], [0.48, 2.60, 1.82], [1.04, 0.98, 2.22], [-0.19, -2.40, 1.99], [0.04, -2.52, 0.48], [-1.19, -1.42, -0.59], [-2.89, -2.23, -0.04], [-2.90, -3.75, -0.02], [-1.01, -2.25, -2.37], [-0.26, -1.37, -3.36], [0.44, -3.12, 2.52], [-1.23, -2.59, 2.26], [0.07, -1.41, 2.34], [-0.07, -3.55, 0.15], [1.05, -2.20, 0.24], [-3.63, -1.85, -0.75], [-3.15, -1.81, 0.93], [-2.61, -4.17, -0.98], [-3.91, -4.12, 0.21], [-2.23, -4.15, 0.74], [-2.04, -2.41, -2.72], [-0.55, -3.24, -2.28], [-0.62, -0.34, -3.32], [-0.38, -1.74, -4.38], [0.81, -1.33, -3.14]]
}